[1]
{
  "formula": "C45H33F3IrNO3P2S6",
  "method": "wB97M-V/def2-TZVPD",
  "max_force_ha_per_bohr": 0.0356,
  "lumo_ev": [2.26, 0.40],
  "gap_ev": [7.095, 5.348],
  "homo_ev": [-4.8393, -4.9496],
  "total_charge": -1,
  "spin_multiplicity": 6,
  "energy_ev": -149413.35003,
  "e_above_lowest_kcal_mol": 35.4,
  "elements": ["H", "H", "C", "H", "C", "C", "C", "H", "S", "C", "C", "H", "S", "C", "C", "H", "C", "H", "C", "C", "C", "C", "H", "H", "H", "C", "H", "F", "C", "C", "H", "H", "H", "C", "P", "F", "S", "C", "H", "C", "C", "O", "C", "C", "H", "C", "C", "O", "C", "H", "C", "C", "C", "H", "C", "C", "H", "Ir", "H", "C", "H", "C", "C", "C", "C", "O", "H", "C", "H", "H", "C", "C", "C", "H", "C", "S", "C", "C", "P", "C", "C", "H", "F", "H", "S", "H", "N", "H", "H", "S", "H", "H", "C", "H"],
  "coordinates": [[-0.72879, 3.08287, -0.49310], [6.21481, -0.74832, 2.62506], [-2.23594, -0.20061, 1.26328], [-4.10106, -1.03851, -0.54165], [1.93159, 4.55824, -1.94150], [-3.64721, -4.43338, -3.91553], [-3.74044, -4.87137, -0.34374], [6.45146, 1.82530, 3.05734], [-0.43095, -2.52570, 1.95164], [0.27251, 3.23915, -0.86995], [-3.25926, 1.89621, 2.76301], [0.84337, 1.47230, -6.64997], [3.30299, 0.90119, -0.97832], [0.31513, -0.50556, -6.02779], [-3.72177, -3.05142, -3.83930], [-4.60350, -2.53829, -4.19561], [-5.06702, -2.93208, -0.82602], [-0.19170, -2.38833, -5.12118], [1.24759, 0.59406, 4.32705], [-0.22057, -0.57339, 5.90179], [0.71783, 1.31110, -4.51276], [-4.93741, -4.31050, -0.75933], [-0.07663, 5.81867, 3.76125], [2.54850, 3.38039, 1.34570], [-1.06080, -1.03404, 6.38157], [-2.80980, -2.67894, -0.05632], [-1.66221, 3.06057, 1.92974], [5.11182, 2.78361, -2.08498], [1.44832, 2.74035, 3.06524], [1.06092, -0.50275, 6.34419], [-0.06959, 5.24520, -1.58707], [-3.76245, -1.40185, 2.18358], [0.48175, 0.84025, -2.42638], [0.09740, -0.84651, -3.66462], [-0.09674, -2.01886, -2.27704], [4.75193, 4.82073, -1.52289], [0.34362, 3.45583, 4.18061], [-2.67040, -2.32666, -3.31285], [-3.64005, -5.94468, -0.28987], [-2.52133, -5.09169, -3.45040], [0.64441, 0.82413, -5.80708], [1.00354, 0.74343, 2.02133], [1.73952, 1.25514, 3.06235], [2.82275, 3.51200, -1.76479], [-2.71159, -1.24603, -3.26143], [2.37123, 2.31542, -1.16405], [4.26019, 1.91508, 3.10125], [2.79025, -2.03632, 0.46087], [-2.68004, -4.05926, 0.01090], [1.39669, -0.91524, 7.28026], [-1.46663, -4.37211, -2.91960], [2.58582, -3.20843, 0.82013], [0.47122, 4.97931, 3.38077], [4.13843, 2.96792, 3.28512], [0.43830, 0.47793, -3.44399], [-3.32678, -0.41318, 2.09913], [0.27259, -0.88947, -7.03739], [1.35808, -0.30365, 0.18604], [2.96191, 0.30235, 5.60639], [5.42056, -0.04456, 2.77231], [0.99525, 2.34087, -4.33426], [0.05020, -1.34382, -4.96206], [-2.15977, 2.10078, 1.94742], [-3.85466, 0.64412, 2.81552], [3.22931, 1.03501, 2.96010], [1.55458, -3.81922, 1.05745], [3.54218, -3.80240, 0.94764], [5.52007, 1.29298, 2.98362], [-4.46205, -4.99587, -4.34949], [-5.77340, -4.94291, -1.02490], [1.30615, 4.92424, 2.31197], [1.90944, 0.16400, 5.43450], [-4.00529, -2.11539, -0.48654], [2.25947, 5.45944, -2.44435], [-1.53993, -2.98822, -2.85200], [1.49661, -3.16974, -2.28669], [0.63043, 4.43237, -1.48089], [4.22946, 3.76709, -2.20677], [-1.40887, -1.62110, 0.46155], [1.86253, 3.63998, 2.13147], [-1.66744, 1.06180, 1.17982], [-6.00320, -2.49006, -1.14051], [4.27169, 4.14847, -3.50679], [-2.46025, -6.16904, -3.50656], [-0.41957, 0.15754, 4.36053], [-1.74560, -4.48163, 0.35313], [1.09757, 2.22330, -0.72979], [-0.81343, 1.20086, 0.53559], [-3.64940, 2.70652, 3.36159], [3.79041, -0.57497, 2.70415], [-0.57097, -4.86997, -2.57074], [1.53200, 5.75724, 1.66744], [-0.39710, -1.01994, -0.85036], [-4.72280, 0.48064, 3.43782]],
  "forces_ev_per_a": [[-0.2, 0.1, 0.1], [0.2, -0.2, 0.0], [0.2, -0.3, 0.0], [0.0, 0.0, 0.0], [-0.1, -0.2, 0.1], [0.1, 0.0, -0.1], [-0.2, -0.1, 0.0], [0.2, 0.0, 0.0], [0.7, -0.5, 0.4], [0.0, 0.3, -0.2], [0.0, 0.0, -0.1], [0.1, 0.1, 0.0], [-0.4, -1.1, 0.6], [0.0, -0.1, -0.1], [-0.1, 0.0, -0.2], [-0.1, 0.0, 0.0], [-0.2, 0.0, 0.0], [0.0, 0.0, -0.1], [-0.3, -0.2, -0.1], [-0.2, 0.1, -0.3], [0.0, 0.2, -0.1], [0.0, 0.1, 0.1], [-0.1, 0.2, 0.0], [0.1, -0.1, -0.2], [-0.2, -0.1, 0.2], [0.2, 0.1, 0.3], [0.0, 0.1, 0.0], [-0.2, -0.2, 0.1], [-0.2, 0.2, 0.2], [-0.2, -0.1, 0.2], [-0.1, 0.0, 0.0], [0.0, 0.0, 0.0], [0.0, 0.0, -0.1], [0.0, -0.1, 0.2], [0.7, 0.0, -0.4], [-0.1, 0.1, 0.1], [0.4, 0.4, -0.4], [0.1, -0.1, 0.0], [0.1, -0.1, 0.0], [0.0, -0.1, -0.1], [0.0, 0.1, 0.0], [-0.2, -0.9, -1.5], [0.4, 0.3, 0.2], [-0.1, -0.2, 0.1], [-0.1, 0.1, 0.0], [-0.1, 0.3, -0.2], [-0.2, 0.0, 0.0], [-0.3, 1.0, -0.2], [0.0, 0.1, 0.1], [0.0, -0.1, 0.1], [0.1, 0.1, -0.1], [1.7, -0.4, -0.1], [-0.2, -0.3, 0.4], [-0.1, 0.1, 0.0], [-0.1, -0.1, 0.2], [0.0, -0.1, 0.0], [0.0, 0.0, -0.1], [-0.1, -0.1, -0.4], [0.2, 0.1, -0.1], [-0.2, -0.2, 0.0], [0.0, 0.1, 0.0], [-0.1, 0.0, 0.0], [-0.1, 0.1, 0.0], [-0.1, 0.0, 0.2], [0.0, -0.2, 0.0], [-1.6, -0.6, 0.6], [-0.5, 0.2, -0.1], [0.2, -0.1, 0.0], [-0.1, 0.0, 0.0], [0.0, -0.1, 0.0], [0.0, 0.1, 0.0], [0.0, 0.2, -0.1], [0.1, 0.1, 0.1], [0.0, 0.0, 0.1], [0.1, 0.2, 0.1], [-0.1, 0.0, 0.0], [0.1, 0.1, -0.1], [0.4, 0.4, -0.2], [-0.5, 1.1, -1.4], [0.0, -0.2, 0.1], [0.0, -0.2, -0.2], [0.0, 0.0, -0.1], [-0.2, 0.0, -0.2], [0.0, -0.1, 0.0], [0.3, -0.2, 0.5], [0.1, -0.1, 0.0], [0.0, 0.1, 0.1], [0.0, 0.1, 0.0], [0.0, 0.1, 0.1], [0.4, 0.7, 0.2], [0.1, 0.0, 0.0], [0.0, 0.2, 0.0], [0.6, -0.6, 1.5], [-0.1, 0.0, 0.1]]
}

---

[2]
{
  "formula": "C45H34N6P2S2Se3Y",
  "method": "wB97M-V/def2-TZVPD",
  "max_force_ha_per_bohr": 0.0082,
  "lumo_ev": 2.23,
  "gap_ev": 7.229,
  "homo_ev": -4.9971,
  "total_charge": -1,
  "energy_ev": -293495.33934,
  "e_above_lowest_kcal_mol": 0.0,
  "elements": ["H", "Se", "C", "Y", "C", "C", "H", "C", "N", "S", "H", "H", "H", "H", "C", "H", "C", "C", "C", "H", "H", "H", "C", "N", "C", "C", "P", "C", "C", "Se", "N", "C", "C", "C", "N", "C", "C", "C", "C", "C", "C", "H", "C", "C", "C", "H", "C", "H", "C", "H", "C", "C", "C", "H", "H", "N", "C", "H", "Se", "H", "C", "C", "H", "C", "S", "C", "C", "C", "C", "C", "N", "H", "H", "H", "C", "H", "C", "C", "H", "H", "H", "C", "H", "C", "C", "H", "P", "H", "H", "H", "H", "H", "H"],
  "coordinates": [[-0.53795, 0.89042, 6.31387], [1.87224, 0.70317, 1.88208], [3.27607, 2.16577, -3.08476], [0.66003, -1.93138, 1.68624], [-5.10668, 3.28323, -1.78513], [0.59501, -3.21954, 4.76513], [1.30014, 4.45518, -4.84783], [-1.59144, 2.59799, -3.05703], [3.00699, -2.68131, 1.35016], [-2.09480, -3.85202, 5.23543], [0.29215, -4.43678, 6.51014], [-1.38862, 4.13097, -1.54856], [-2.88754, -2.76506, -6.67469], [4.16073, -0.98968, 1.21522], [0.48595, 3.94000, -4.35118], [0.57070, 1.68760, -1.10779], [5.29598, -4.16649, 0.99860], [0.07816, 1.42628, 5.59668], [-0.57326, -1.00181, -4.94178], [-5.90324, 5.69036, 0.46093], [-1.09826, -1.08943, -7.01687], [0.29193, 2.43946, -5.87450], [-1.85054, -2.41966, -3.47406], [1.47665, -2.54823, 3.99434], [1.26229, 1.46735, 3.50453], [2.34637, -3.86381, 6.27303], [0.07430, -0.97986, -2.18908], [-1.02949, 3.74205, -2.49156], [2.75917, -2.51580, 4.36518], [1.05465, -2.65313, -1.30055], [-2.53538, 0.72922, 0.29794], [-2.59574, -2.69421, 3.01454], [1.25887, 0.31253, -2.61506], [-3.21352, -3.34056, 4.04222], [0.39342, 2.68402, 5.91063], [-1.11951, 2.14984, -4.28646], [-2.30995, -2.40755, -5.83050], [-3.35792, 3.54183, -0.15432], [-0.78814, -3.17647, 4.31486], [-0.84747, -1.47127, -3.66251], [4.18940, -2.07299, 1.18473], [3.41634, -1.93682, 3.73025], [2.24979, 0.04492, -3.56008], [1.01419, -3.89311, 5.91526], [-0.07571, 2.80912, -4.92349], [0.42087, 5.30020, -2.68637], [5.36278, -2.77023, 1.00580], [-5.50055, 2.77650, -2.65757], [-4.09148, 4.54031, 0.46692], [4.00796, 0.76387, -4.54396], [4.08562, -4.79918, 1.15782], [-0.00198, 4.41098, -3.13857], [1.58402, 2.78875, 3.82422], [1.39457, 4.36297, 5.26114], [-2.06235, -2.79063, -2.47811], [-1.79434, -0.07105, 1.02631], [-1.09108, -0.30482, -1.01766], [0.16561, -0.23601, 4.26667], [-4.10133, 0.58486, -3.61954], [4.06497, 2.88702, -3.26425], [-1.30782, -1.46796, -6.02343], [0.47800, 0.78363, 4.43518], [2.34720, 3.32196, -1.52839], [-2.12071, 0.64379, -0.98518], [1.33812, -4.68848, 1.51907], [1.30090, 1.49401, -1.88528], [3.24360, 0.97717, -3.80697], [-3.86009, 2.90966, -1.29328], [2.92044, -4.02539, 1.32923], [-2.57821, -2.88502, -4.55447], [-0.92764, -0.71198, 0.26303], [-3.36640, -3.61006, -4.39612], [-3.69618, 5.01354, 1.35710], [-3.14817, -2.27881, 2.18126], [-1.16972, -2.58481, 3.13562], [-1.59452, 1.29326, -4.74713], [3.24461, -3.15352, 5.48983], [1.13734, 3.33558, 5.01503], [4.29586, -3.08981, 5.73879], [4.00092, -5.87739, 1.15171], [2.18339, 3.38588, 3.14768], [2.31391, 2.41501, -2.11900], [-4.27078, -3.53146, 4.16590], [-5.33139, 4.91449, -0.03414], [-5.83953, 4.28313, -1.15850], [6.19788, -4.75458, 0.86381], [-2.92718, 1.65648, -2.23268], [0.19409, -0.25432, -5.09736], [6.29890, -2.24378, 0.87547], [2.68202, -4.38682, 7.16105], [2.26585, -0.90629, -4.08002], [-2.41369, 3.23390, 0.27399], [-6.81066, 4.56111, -1.54880]],
  "forces_ev_per_a": [[0.0, 0.0, 0.0], [0.2, 0.0, -0.1], [0.0, 0.0, 0.1], [0.1, -0.2, -0.4], [0.0, 0.0, 0.0], [0.0, 0.0, 0.0], [0.0, 0.0, 0.0], [0.0, 0.0, 0.0], [0.1, 0.2, 0.0], [-0.1, 0.0, 0.0], [0.0, 0.0, 0.0], [0.0, 0.0, 0.0], [0.0, 0.0, 0.0], [0.0, 0.0, 0.0], [-0.1, 0.0, 0.0], [0.0, 0.0, -0.1], [0.0, -0.1, 0.0], [0.0, 0.0, 0.0], [0.0, 0.0, 0.0], [0.0, 0.0, 0.0], [0.0, 0.0, 0.0], [0.0, 0.0, 0.0], [0.0, 0.0, 0.0], [0.1, 0.0, 0.2], [-0.1, 0.0, 0.1], [-0.1, 0.0, 0.0], [0.0, -0.1, 0.1], [0.0, 0.0, 0.0], [-0.1, 0.1, 0.0], [-0.1, 0.0, -0.1], [0.1, 0.1, 0.1], [0.0, 0.0, -0.1], [0.0, 0.0, 0.0], [0.0, 0.0, 0.0], [0.0, 0.0, 0.0], [0.0, 0.1, 0.0], [0.0, 0.0, 0.0], [0.0, 0.0, 0.0], [0.2, 0.1, -0.2], [0.0, 0.0, -0.1], [-0.1, -0.1, 0.0], [0.0, 0.0, 0.0], [0.1, 0.0, -0.1], [0.1, 0.0, 0.0], [0.0, 0.0, 0.0], [0.0, 0.0, 0.0], [0.0, 0.1, 0.0], [0.0, 0.0, 0.0], [0.0, 0.0, 0.0], [0.0, 0.0, 0.0], [0.1, 0.1, 0.0], [-0.1, 0.0, -0.1], [0.0, 0.0, 0.0], [0.0, 0.0, 0.0], [0.0, 0.0, 0.0], [-0.2, -0.1, -0.2], [0.1, 0.2, 0.2], [-0.1, -0.1, 0.0], [0.0, 0.0, 0.0], [0.0, 0.0, 0.0], [0.0, 0.0, 0.0], [0.0, 0.2, 0.0], [0.0, 0.0, 0.0], [0.2, -0.2, 0.1], [0.0, 0.0, 0.0], [0.1, 0.0, 0.1], [0.0, 0.0, 0.0], [-0.1, 0.0, -0.1], [0.0, 0.0, 0.0], [0.0, 0.0, 0.0], [-0.2, 0.1, 0.0], [0.0, 0.0, 0.0], [0.0, 0.0, 0.0], [0.0, 0.0, 0.0], [-0.3, -0.1, 0.1], [0.0, 0.0, 0.0], [0.1, 0.0, 0.0], [0.0, 0.0, 0.0], [-0.1, 0.0, 0.0], [0.0, 0.0, 0.0], [0.0, 0.0, 0.0], [0.1, -0.1, 0.0], [0.1, 0.0, 0.0], [0.0, 0.0, 0.0], [0.0, 0.0, 0.0], [0.0, 0.0, 0.0], [0.0, 0.0, 0.0], [0.0, 0.0, 0.0], [0.0, 0.0, 0.0], [0.0, 0.0, 0.0], [0.0, 0.0, 0.0], [0.0, 0.0, 0.0], [0.0, 0.0, 0.0]]
}

---

Q: What is the formula in the second record?
A: C45H34N6P2S2Se3Y